Computed, not measured: C31H30BrClMnNO6P3 as an isolated structure, with ωB97M-V with the def2-TZVPD basis set.

* E_HOMO (spin up / spin down): -0.29140 / -0.29620 Ha
* E_LUMO (spin up / spin down): -0.5474 / 0.0808 eV
* spin multiplicity: 4
* gap between HOMO and LUMO (spin up / spin down): 7.4 / 8.1 eV
* calculated total energy: -6914.992136 hartree
* net charge: 0

```
74
Properties=species:S:1:pos:R:3:forces:R:3
Mn 0.120282 -0.755768 0.621797 0.272 -0.636 0.452
N -3.072339 -0.482725 4.421608 -0.089 -0.233 -0.222
C -2.518914 -1.343264 3.288923 0.095 0.080 -0.066
C -3.162049 -2.731166 3.307617 -0.072 0.099 0.093
P -2.970402 -0.368655 1.757133 -0.044 0.166 0.158
O -4.076729 -1.333724 1.093987 -0.115 0.120 -0.155
O -3.593087 0.893605 2.255568 0.055 -0.126 -0.103
O -1.818088 -0.272379 0.792868 0.006 0.054 0.050
P -0.672282 -1.410386 3.708391 -0.040 0.126 0.179
O -0.453854 -2.897154 4.236182 0.062 -0.181 0.004
O -0.572324 -0.441717 4.832793 0.119 -0.112 -0.075
O 0.190838 -1.278671 2.481243 0.008 0.021 -0.064
H -3.503851 0.345626 3.976811 -0.123 0.133 -0.129
H -2.223683 -0.197445 4.966855 0.174 -0.014 0.124
H -3.743828 -0.983856 4.992397 -0.034 -0.063 0.062
H -4.245550 -2.656475 3.207251 0.021 -0.001 -0.021
H -2.908706 -3.256483 4.228024 0.010 -0.001 0.001
H -2.795661 -3.325794 2.471048 0.041 0.024 0.013
H -4.735038 -0.811175 0.614462 0.051 -0.102 0.094
H -0.195065 -3.480133 3.500248 -0.032 0.087 0.047
C -1.321704 -1.846040 -5.204890 0.001 -0.026 -0.016
C -0.358307 -2.425150 -4.387188 -0.007 0.000 0.004
C 0.062039 -1.770001 -3.241946 -0.014 0.091 -0.062
C -0.478550 -0.528697 -2.893904 0.030 -0.049 0.046
C -1.419187 0.057267 -3.734201 -0.070 -0.011 0.008
C -1.840753 -0.602985 -4.882558 -0.019 0.008 0.006
P 0.200031 0.293799 -1.401361 -0.066 0.375 -0.761
C -0.508610 1.953232 -1.411897 -0.094 0.019 0.013
C 0.304532 3.080248 -1.349709 0.061 0.026 -0.074
C -0.262458 4.338480 -1.216542 0.039 0.004 -0.003
C -1.640265 4.475214 -1.128776 -0.047 0.005 0.007
C -2.457003 3.352854 -1.179976 0.054 -0.023 -0.010
C -1.894241 2.092955 -1.320604 0.089 0.128 0.089
C 1.949652 0.316966 -1.802991 -0.033 -0.131 0.096
C 2.556602 1.009574 -2.810815 0.125 0.011 -0.121
C 3.915134 0.750306 -3.102127 -0.080 0.065 -0.022
C 4.604410 -0.201681 -2.402159 0.051 -0.043 -0.005
C 3.993427 -0.929985 -1.351451 0.060 0.013 0.003
C 4.681363 -1.898279 -0.577168 0.011 -0.024 -0.007
C 4.041482 -2.518161 0.456166 -0.012 -0.022 0.033
C 2.691943 -2.214534 0.774765 0.150 -0.165 0.171
C 1.992964 -1.304711 0.043185 -0.392 0.113 -0.022
C 2.643699 -0.654034 -1.041159 0.074 0.037 -0.064
H -1.655966 -2.358999 -6.099302 0.028 0.026 0.045
H 0.070455 -3.385048 -4.648191 -0.007 0.033 0.026
H 0.843895 -2.201787 -2.631735 0.016 -0.059 0.034
H -1.818742 1.035793 -3.505919 0.006 -0.047 -0.063
H -2.574255 -0.136671 -5.529019 0.021 -0.005 0.025
H 1.382690 2.970670 -1.370966 -0.060 0.033 0.032
H 0.376895 5.210937 -1.157628 -0.022 -0.034 0.001
H -2.080535 5.457668 -1.005067 0.024 -0.040 -0.014
H -3.530923 3.457390 -1.094592 0.012 -0.012 0.008
H -2.524302 1.214881 -1.326325 -0.053 -0.024 0.034
H 2.004547 1.739479 -3.393223 0.035 -0.047 -0.002
H 4.405826 1.303751 -3.893474 -0.025 -0.023 0.023
H 5.642762 -0.408149 -2.643953 -0.065 0.021 0.032
H 5.714210 -2.133065 -0.812117 -0.050 0.039 0.015
H 4.568315 -3.250476 1.057353 -0.018 0.027 -0.025
H 2.230443 -2.704799 1.622614 0.008 -0.007 -0.027
Cl -0.245511 -4.024305 1.095184 -0.037 0.069 -0.082
C -0.557190 -2.655220 -0.070983 -0.009 0.212 0.213
H -1.639126 -2.566405 -0.125161 -0.109 -0.053 0.030
H -0.216078 -3.045718 -1.014001 0.217 -0.064 -0.209
Br 2.194007 5.126746 3.217829 0.008 0.015 0.006
C 1.670587 3.501690 2.387114 -0.005 0.012 -0.001
C 0.328685 3.170213 2.323410 -0.018 -0.106 -0.057
C -0.042713 1.987958 1.695614 0.107 0.121 -0.030
C 0.899827 1.114069 1.133108 -0.345 0.151 0.226
C 2.237940 1.483098 1.235266 0.051 -0.034 -0.026
C 2.632195 2.668668 1.850193 0.024 -0.025 -0.055
H -0.420891 3.823425 2.751080 0.014 0.000 -0.019
H -1.103400 1.783467 1.624821 0.022 -0.044 0.033
H 3.019284 0.850454 0.831901 -0.010 0.022 0.064
H 3.681200 2.931385 1.908271 -0.039 -0.002 0.011
```
Positions in Å, forces in eV/Å.

These are the Mulliken partial charges, in e, on atoms 1 to 6: -0.08 -0.05 0.50 -1.87 0.64 -0.51